Run P
# C5H6N2

C5H6N2 in the gas phase (ωB97M-V with the def2-TZVPD basis set, the OMol25 dataset).

```
13
Properties=species:S:1:pos:R:3:mulliken_charge:R:1
N -1.51629 -2.25225 0.72635 -0.454
C -0.51483 -1.72665 0.41780 0.094
C 0.65186 -1.11807 -0.16269 0.187
C 0.57952 0.15543 -0.89848 -0.099
C -0.59599 1.00405 -0.49429 -0.684
C -0.01129 0.84352 0.96656 -0.387
N 1.22455 0.15393 0.42055 -0.558
H 1.28921 -1.86306 -0.64115 0.386
H 1.23247 0.26666 -1.75371 0.362
H -0.49159 1.99224 -0.96824 0.287
H -1.59748 0.62389 -0.71020 0.283
H 0.18654 1.83570 1.40627 0.274
H -0.43668 0.08460 1.69122 0.309
```

SMILES	N#C[C@H]1[C@H]2CCN21
LUMO energy	0.912	eV
total charge	0
gap between HOMO and LUMO	10.734	eV

Run Q
# C5H6N2

C5H6N2 in the gas phase (ωB97M-V with the def2-TZVPD basis set, the OMol25 dataset).

```
13
Properties=species:S:1:pos:R:3:mulliken_charge:R:1
N 2.27818 0.14788 1.71129 -0.441
C 1.75969 0.24812 0.67956 0.097
C 1.11383 0.36157 -0.61472 0.201
C -0.03241 -0.50216 -0.97883 -0.143
C -0.86974 -0.86688 0.23617 -0.669
C -0.99555 0.65812 0.45560 -0.399
N -0.21779 0.96457 -0.79083 -0.528
H 1.79570 0.64311 -1.41135 0.375
H -0.08272 -0.96398 -1.96052 0.353
H -1.81773 -1.33662 -0.03297 0.286
H -0.37239 -1.46695 1.00350 0.279
H -2.01644 1.02642 0.34645 0.289
H -0.54264 1.08679 1.35666 0.300
```

SMILES	N#C[C@H]1[C@H]2CCN21
LUMO energy	0.941	eV
total charge	0
gap between HOMO and LUMO	10.809	eV

Run R
# C5H6N2

C5H6N2 in the gas phase (ωB97M-V with the def2-TZVPD basis set, the OMol25 dataset).

```
13
Properties=species:S:1:pos:R:3:mulliken_charge:R:1
C -0.01742 0.28627 -1.43126 -0.442
C 1.42086 0.28325 -0.81831 -0.384
C 0.71673 -0.11125 0.47380 0.171
N 0.74606 -0.29930 1.76525 -0.567
C -0.51473 -0.69833 2.02793 -0.339
C -1.41397 -0.41849 0.90168 -0.227
N -0.50413 -0.16953 -0.10731 0.164
H -0.20813 -0.43426 -2.23191 0.273
H -0.40213 1.27282 -1.70751 0.260
H 2.09326 -0.46959 -1.24137 0.227
H 1.92172 1.25550 -0.81061 0.250
H -1.37415 0.13641 2.44954 0.151
H -2.46397 -0.63348 0.73008 0.463
```

SMILES	c1cn2c(n1)CC2
LUMO energy	0.729	eV
total charge	0
gap between HOMO and LUMO	9.066	eV

Tell me which of them is the least stable. Sure, it is run R.

Run P
# C5H6N2

C5H6N2 in the gas phase (ωB97M-V with the def2-TZVPD basis set, the OMol25 dataset).

```
13
Properties=species:S:1:pos:R:3:mulliken_charge:R:1
C -0.06360 -0.98911 0.63631 -0.513
C -0.38986 0.19899 0.03678 0.255
C 0.78179 0.82079 -0.24037 0.296
C 1.84872 -0.00953 0.08664 -0.033
C -1.87982 0.60417 -0.13548 -1.148
N 1.25439 -1.17092 0.48081 -0.085
N 1.93358 0.79351 -1.13428 -0.522
H -0.72405 -1.87563 0.98659 0.272
H -2.06380 1.58797 0.25836 0.303
H -2.27131 0.54701 -1.23133 0.221
H -2.43234 -0.12984 0.41268 0.337
H 1.68349 -2.09721 0.68790 0.257
H 2.32283 1.71981 -0.84460 0.360
```

SMILES	Cc1c[nH]c2c1N2
LUMO energy	0.698	eV
total charge	0
gap between HOMO and LUMO	8.695	eV

Run Q
# C5H6N2

2 unconnected molecules or ions with the total composition C5H6N2 (ωB97M-V with the def2-TZVPD basis set, the OMol25 dataset).

```
13
Properties=species:S:1:pos:R:3:mulliken_charge:R:1
C 1.61202 -0.61336 -1.66530 0.178
C -0.48896 -0.83567 1.27096 -0.302
C 0.75384 -0.61201 0.71400 -0.514
C -1.36616 -1.15719 0.29254 -0.532
C 0.60825 -0.72149 -0.70029 0.103
N 2.55921 -0.47425 -2.26211 -0.430
N -0.67398 -1.16760 -0.89050 -0.081
H -0.76724 -0.69724 2.26569 0.459
H 1.52121 -0.21772 1.25972 0.483
H -2.39750 -1.35844 0.29025 0.419
H -1.38753 2.15833 -0.79010 0.180
H -1.09636 1.52560 -0.63112 -0.175
H -0.87051 -1.57325 -1.78928 0.211
```

SMILES	N#Cc1ccc[nH]1.[H][H]
LUMO energy	0.816	eV
total charge	0
gap between HOMO and LUMO	9.757	eV

Tell me which of them is the least stable. Sure, it is run P.

Run P
# C21H22N2O4S

C21H22N2O4S in the gas phase (ωB97M-V with the def2-TZVPD basis set, the OMol25 dataset).

```
50
Properties=species:S:1:pos:R:3:mulliken_charge:R:1
O 0.11426 0.73301 3.78675 -0.679
C 0.49860 -0.41541 3.62975 0.205
C 0.71353 -1.30521 4.76419 0.047
C 1.53007 -2.39749 4.91103 -0.299
C 1.51264 -2.91793 6.21481 -0.681
C 0.68884 -2.21658 7.04452 -0.357
S -0.06504 -0.89691 6.26169 -0.109
H 0.48334 -2.40527 8.07989 0.443
H 2.08393 -3.77448 6.52486 0.393
H 2.13253 -2.80025 4.11923 0.518
C 0.76182 -0.94342 2.28577 -0.614
C 0.74951 -2.19539 1.78285 0.649
O 0.56753 -3.39382 2.33641 -0.619
H 0.59498 -4.04118 1.60439 0.337
C 0.96417 -2.14068 0.30781 0.779
O 0.99696 -3.12507 -0.40988 -0.724
N 1.12339 -0.84536 -0.00981 0.410
C 1.28781 -0.34256 -1.34965 -1.380
H 1.60381 0.69893 -1.28406 0.460
H 2.07087 -0.91900 -1.84878 0.288
C -0.00981 -0.45245 -2.16775 -0.448
N 0.08761 0.34479 -3.37508 0.117
C -0.28152 1.73294 -3.15187 -0.087
C -0.01915 2.52893 -4.43022 -0.823
O -0.74701 2.01015 -5.51703 -0.388
C -0.42076 0.65645 -5.72575 -0.694
C -0.69691 -0.18408 -4.47858 -0.479
H -0.39730 -1.21698 -4.66427 0.389
H -1.77839 -0.15806 -4.25733 0.332
H -1.03341 0.31882 -6.56321 0.359
H 0.64393 0.56612 -5.98822 0.350
H -0.33939 3.56549 -4.31269 0.370
H 1.05789 2.49924 -4.65486 0.370
H 0.31616 2.14507 -2.33751 0.105
H -1.34837 1.82346 -2.87762 0.271
H -0.15413 -1.50001 -2.43848 0.575
H -0.86213 -0.14106 -1.54219 0.114
C 0.92870 0.02480 1.13567 -0.368
C -0.27617 0.91918 0.93914 1.071
C -0.11550 2.27927 0.72404 -0.568
C -1.21718 3.08326 0.48710 -0.774
C -2.48609 2.53272 0.46255 -0.455
C -2.65214 1.17498 0.68038 -0.850
C -1.55219 0.37053 0.91417 -0.169
H -1.68179 -0.68949 1.08226 0.450
H -3.64103 0.74096 0.66821 0.420
H -3.34562 3.15997 0.27917 0.416
H -1.08258 4.14198 0.32270 0.427
H 0.87298 2.71524 0.75222 0.465
H 1.81773 0.65180 1.28328 0.433
```

SMILES	O=C(C1=C(O)C(=O)N(CCN2CCOCC2)[C@H]1c1ccccc1)c1cccs1
LUMO energy	-0.345	eV
total charge	0
gap between HOMO and LUMO	8.438	eV

Run Q
# C21H22N2O4S

C21H22N2O4S in the gas phase (ωB97M-V with the def2-TZVPD basis set, the OMol25 dataset).

```
50
Properties=species:S:1:pos:R:3:mulliken_charge:R:1
C -4.22806 1.27857 0.51861 -1.068
H -4.55324 1.05138 1.53335 0.264
O -2.95269 1.85620 0.64700 -0.431
C -2.27822 2.21709 -0.48730 0.814
C -2.81074 2.13282 -1.76689 -0.570
C -2.07717 2.56505 -2.85952 -0.686
C -0.80905 3.08231 -2.68814 -0.727
C -0.26866 3.14794 -1.41406 -0.428
C -0.98090 2.72025 -0.30803 0.929
C -0.37916 2.81101 1.07192 -1.212
N -0.46108 1.58087 1.82476 0.034
C 0.57922 0.72884 1.94273 0.236
O 1.70117 0.96098 1.53241 -0.701
C 0.27001 -0.46538 2.79741 0.629
C -0.33516 -0.27661 4.03489 -0.608
C -0.48881 -1.32781 4.92042 -0.763
C -0.02344 -2.58778 4.58009 -0.575
C 0.56368 -2.79693 3.34763 -0.435
C 0.70285 -1.74590 2.44509 0.147
N 1.27100 -1.99806 1.19551 0.056
C 0.83935 -1.45411 0.02287 0.199
O -0.13272 -0.72340 -0.04337 -0.559
C 1.62693 -1.85674 -1.16015 0.286
C 1.58677 -1.15233 -2.30962 0.322
O 2.25356 -1.43370 -3.45823 -0.406
C 2.95892 -2.64705 -3.57526 -0.472
C 3.80140 -2.93917 -2.34534 -0.597
H 4.41488 -2.07819 -2.07908 0.301
H 4.42331 -3.81975 -2.48664 0.422
S 2.67104 -3.29519 -0.97386 -0.213
H 2.25835 -3.47540 -3.74594 0.307
H 3.58918 -2.52604 -4.46146 0.318
C 0.81448 0.11801 -2.46522 -0.749
H 1.14527 0.61390 -3.37384 0.456
H 0.95746 0.76497 -1.60497 0.014
H -0.25071 -0.09091 -2.53428 0.255
H 1.98521 -2.71206 1.15629 0.182
H 0.91953 -3.77888 3.07017 0.417
H -0.12240 -3.40919 5.27410 0.378
H -0.95570 -1.16273 5.87977 0.404
H -0.65933 0.71548 4.31376 0.525
H -1.39333 1.22930 1.97895 0.311
H -0.89991 3.59039 1.64310 0.225
H 0.68017 3.06664 0.99707 0.456
H 0.72826 3.53907 -1.27308 0.296
H -0.23899 3.42556 -3.53771 0.426
H -2.50965 2.49582 -3.84678 0.387
H -3.80074 1.73562 -1.92639 0.422
H -4.19096 0.35303 -0.06387 0.412
H -4.94118 1.97223 0.06110 0.372
```

SMILES	COc1ccccc1CNC(=O)c1ccccc1NC(=O)C1=C(C)OCCS1
LUMO energy	0.640	eV
total charge	0
gap between HOMO and LUMO	8.676	eV

Tell me which of them is the least stable. Sure, it is run P.

Run P
# C2H3N2O2

A molecular structure, C2H3N2O2 (ωB97M-V with the def2-TZVPD basis set, the OMol25 dataset).

```
9
Properties=species:S:1:pos:R:3:mulliken_charge:R:1
C -0.12746 1.44498 0.18856 0.679
C 0.87953 -2.29220 0.35900 -0.136
N -0.89474 1.09168 -0.78286 -0.284
N 0.71733 -1.19177 0.64353 0.313
O 0.30957 2.30853 0.79629 -0.200
O 0.55699 -0.03290 0.95317 -0.449
H -1.10060 0.14184 -1.05558 0.227
H 1.06095 -3.31171 0.15381 0.568
H -1.40158 1.84155 -1.25592 0.283
```

LUMO energy	-4.478	eV
total charge	+1
gap between HOMO and LUMO	11.934	eV

Run Q
# C2H3N2O2

A molecular structure, C2H3N2O2 (ωB97M-V with the def2-TZVPD basis set, the OMol25 dataset).

```
9
Properties=species:S:1:pos:R:3:mulliken_charge:R:1
C -0.94321 -0.60186 0.97868 -0.042
C 1.12041 0.61824 1.05313 0.665
N -1.99717 -0.85118 0.50205 0.590
N 0.14061 0.12238 0.53362 0.086
O 2.12188 1.06654 1.36494 -0.086
O -3.13613 -1.17334 0.44610 -0.413
H 1.33347 0.31852 -2.57517 0.363
H 1.16766 0.24618 -1.76431 -0.414
H 0.19247 0.25452 -0.53904 0.251
```

LUMO energy	-6.278	eV
total charge	+1
gap between HOMO and LUMO	9.109	eV

Tell me which of them is the least stable. Sure, it is run Q.